[1]
ORCA calculation (wB97M-V/def2-TZVPD) on a 2-piece molecular cluster, C2H5S overall at a distorted geometry.

```
8
Properties=species:S:1:pos:R:3:forces:R:3
S 2.910381 0.230632 -0.140765 0.270 -0.790 -0.394
H 3.403148 -0.936409 -0.691461 -0.281 0.737 0.341
C -0.744573 -0.382671 -0.244860 0.626 2.853 1.697
C -1.456179 0.600110 0.428222 1.050 -1.344 -3.734
H 0.040001 -0.157390 -0.983862 -0.988 0.159 -0.447
H -0.433784 -1.293959 0.256443 -0.608 -0.079 0.295
H -1.834634 1.578652 0.052082 1.075 -0.749 -0.106
H -1.884361 0.361034 1.324202 -1.145 -0.787 2.350
```
Positions in Å, forces in eV/Å.

Calculated values
Total charge: -1
HOMO-LUMO gap (hartree): 0.2434
Highest occupied orbital energy (eV): -2.43
Relative energy (zero: lowest compared OMol25 entry of this formula, charge and spin) (kcal per mole): 29.5
Spin multiplicity: 1

[2]
ORCA calculation (wB97M-V/def2-TZVPD) on one molecule with the formula C4H7NO2.

```
14
Properties=species:S:1:pos:R:3:forces:R:3
C -1.886133 -0.312038 0.046036 -0.165 0.022 0.233
C -0.779531 0.062239 0.680743 -0.104 -0.087 -0.388
N -0.289580 1.383350 0.755135 -0.167 -0.065 -0.136
O 0.907521 1.453435 -0.078628 0.149 0.160 0.039
C 1.095380 0.227923 -0.774790 -0.037 -0.160 -0.125
C 1.272307 -0.870732 0.258880 0.279 -0.011 -0.152
O 0.131700 -0.839737 1.140269 -0.097 -0.078 0.088
H -2.513656 0.423431 -0.444653 -0.041 -0.109 0.181
H -2.131113 -1.365105 -0.031269 -0.113 0.166 0.174
H -0.952980 2.021415 0.319478 0.107 -0.084 -0.052
H 0.217576 0.003752 -1.392532 0.258 0.062 -0.092
H 1.952455 0.346561 -1.439748 0.048 0.078 0.281
H 2.171593 -0.691767 0.856830 -0.152 -0.033 -0.045
H 1.323702 -1.866369 -0.198174 0.035 0.140 -0.005
```
Positions in Å, forces in eV/Å.

Calculated values
Total charge: 0
HOMO-LUMO gap (hartree): 0.3565
Highest occupied orbital energy (eV): -8.74
Relative energy (zero: lowest compared OMol25 entry of this formula, charge and spin) (kcal per mole): 92.7
Spin multiplicity: 1
SMILES: C=C1NOCCO1

[3]
ORCA calculation (wB97M-V/def2-TZVPD) on a 13-piece molecular cluster, C33H44F27N8O27S9 overall at a distorted geometry.

```
148
Properties=species:S:1:pos:R:3:forces:R:3
C -1.032417 2.953054 2.939114 -1.358 -0.477 -0.208
C 0.194737 3.367477 2.149726 -1.066 -0.838 -0.097
N 0.925832 4.218496 3.077651 2.475 -0.055 1.437
C 1.155945 5.557559 2.919595 0.831 0.173 2.946
C 1.870599 5.948723 4.081417 -1.143 0.812 -2.151
N 2.066686 4.861639 4.876759 0.002 -0.013 -0.821
C 1.515757 3.812608 4.239885 -0.173 0.186 -0.791
C 2.861972 4.780551 6.129233 -0.572 -0.272 -0.813
H -1.620840 3.833412 3.197656 -0.155 0.012 -0.145
H -0.895498 2.398502 3.867452 0.905 0.115 0.178
H -1.696027 2.268849 2.410356 0.025 0.374 -0.492
H -0.001684 3.961845 1.257395 -0.515 0.167 0.242
H 0.743604 2.511282 1.757607 0.583 0.116 0.597
H 0.665630 6.158403 2.167946 0.251 -0.242 -0.145
H 2.180377 6.952200 4.333343 0.058 -0.238 0.166
H 1.681035 2.808274 4.600986 -0.491 -0.109 -0.337
H 3.674810 4.080259 5.936939 -0.105 -0.072 0.310
H 2.175293 4.448272 6.907803 0.340 -0.118 0.082
H 3.288230 5.746001 6.401830 -0.252 0.017 -0.312
C 4.903225 -4.507716 -0.114980 -0.849 -0.295 1.207
C 3.417148 -4.662646 0.357033 0.395 0.942 1.272
N 2.349912 -4.636521 -0.676142 0.191 0.346 -1.363
C 2.490569 -4.119092 -1.961170 -1.155 1.149 -0.110
C 1.219415 -4.000658 -2.464634 0.963 -0.107 -1.561
N 0.339160 -4.652103 -1.650487 3.001 0.986 0.324
C 1.052785 -4.886583 -0.549900 -1.387 -1.757 1.723
C -1.015491 -5.019796 -1.925492 -0.943 0.660 0.726
H 5.363424 -5.485711 -0.255809 -0.080 0.087 -1.181
H 5.508442 -4.158238 0.721494 -0.549 0.194 0.590
H 5.066246 -3.677708 -0.802448 -0.154 -0.594 -0.673
H 3.225491 -3.840277 1.046291 -0.096 0.658 -0.459
H 3.227309 -5.456649 1.079270 0.181 -0.729 -0.664
H 3.365230 -3.657651 -2.395258 0.165 -0.082 0.411
H 0.864947 -3.392577 -3.283767 0.085 -0.415 -0.255
H 0.525102 -5.258617 0.315862 0.543 -0.326 0.523
H -1.584815 -4.190234 -1.506208 -0.701 -0.445 -0.087
H -1.208666 -5.969654 -1.426931 -0.258 0.199 -0.017
H -1.236175 -5.082398 -2.991072 0.384 0.069 0.119
C -0.289279 1.822931 -2.170604 2.097 0.009 0.610
C 0.569487 0.768622 -1.374048 -1.613 -1.082 -0.609
N -0.188830 -0.110019 -0.417393 0.210 -1.197 2.859
C -1.520175 -0.118900 -0.072974 -0.840 0.848 -0.947
C -1.782743 -0.926149 0.993808 1.598 0.401 -0.443
N -0.540342 -1.409781 1.382232 0.909 1.039 -2.246
C 0.431965 -0.940161 0.494885 -2.499 0.597 0.890
C -0.317049 -2.404514 2.427038 -0.056 -0.196 -0.719
H 0.285782 2.018473 -3.075687 0.242 -0.457 -0.301
H -0.067470 2.761994 -1.663597 -1.152 0.109 0.255
H -1.308435 1.627061 -2.503856 0.065 -0.227 0.767
H 1.344100 1.240722 -0.769730 0.099 0.048 -0.533
H 0.943464 0.000708 -2.051223 0.626 0.472 -0.087
H -2.204206 0.524476 -0.606425 -0.044 -0.152 0.093
H -2.710311 -1.135503 1.505857 0.016 -0.009 0.104
H 1.491099 -1.044169 0.678796 0.144 -0.166 -0.289
H 0.620757 -2.878719 2.137621 0.030 -0.115 0.807
H -1.120406 -3.134989 2.331459 0.141 -0.076 0.278
H -0.347822 -1.946466 3.415642 0.259 -0.142 -0.112
C 1.349639 5.039021 -6.706128 0.188 -0.403 -0.152
C 1.582552 3.922236 -5.632386 0.639 1.450 -1.359
N 0.667512 2.811310 -5.871681 1.567 -2.468 -1.453
C -0.603831 2.751161 -5.423763 -0.613 -2.549 -0.207
C -1.020260 1.449070 -5.701605 -1.121 -0.307 0.630
N -0.039951 0.715411 -6.306171 1.822 2.464 -0.204
C 0.988164 1.591324 -6.511792 -0.770 0.643 2.215
C -0.098955 -0.705016 -6.777997 -0.455 0.955 0.177
H 1.514184 4.608100 -7.693721 0.206 -0.319 -0.085
H 2.093809 5.831677 -6.628621 -0.085 0.026 0.359
H 0.361046 5.482757 -6.824004 -0.150 -0.042 0.771
H 1.612106 4.259522 -4.596312 -0.700 -0.119 0.097
H 2.627646 3.648727 -5.777555 -0.174 -0.720 -0.023
H -1.088686 3.509487 -4.826891 0.077 -0.014 -0.122
H -1.902921 0.877695 -5.454960 -0.408 0.506 0.407
H 1.961262 1.248790 -6.831388 0.036 0.484 0.029
H -1.064019 -0.712543 -7.284659 0.330 -0.657 -0.390
H -0.109969 -1.468748 -6.000385 -0.154 0.593 0.553
H 0.784469 -0.901687 -7.385432 -0.324 0.234 -0.287
C 3.903891 5.608733 -0.674935 0.720 -3.127 -1.081
F 4.953844 6.335602 -1.111838 0.060 -0.031 0.726
F 4.021327 5.286782 0.636014 0.042 1.246 -0.464
F 2.827732 6.294206 -0.924137 -1.190 1.361 0.540
S 3.711061 3.947616 -1.588281 -0.170 -4.073 0.627
O 2.341676 3.504849 -1.236476 1.140 1.418 0.158
O 3.818252 4.212017 -3.015007 0.298 1.292 -0.134
O 4.735395 3.016210 -1.063189 -1.075 2.513 -0.559
C -3.664325 -4.852007 3.661490 0.193 -1.679 0.250
F -3.534933 -4.573663 2.369269 -0.171 -0.107 -0.875
F -2.487093 -4.636736 4.204328 0.951 0.085 0.706
F -4.514327 -4.002006 4.174101 -0.993 0.247 0.489
S -4.118500 -6.743952 3.856048 -1.091 -2.769 1.331
O -4.662830 -7.154500 5.193416 0.424 2.089 -1.237
O -5.120528 -6.917734 2.809650 0.099 0.683 -0.105
O -2.895185 -7.499394 3.641136 0.301 1.176 -0.595
C -3.582442 0.557727 5.747223 -0.273 -2.224 -0.756
F -2.559907 -0.405667 5.644735 -0.702 1.542 -0.562
F -4.173768 0.164782 6.882336 -0.259 0.765 0.787
F -3.017427 1.752440 5.890609 0.383 0.055 0.502
S -4.887791 0.566116 4.312233 -2.339 2.329 -0.643
O -4.416562 -0.464511 3.460007 1.598 -1.146 -1.062
O -6.202049 0.229391 4.860630 1.200 0.324 0.998
O -4.821730 1.949602 3.815487 0.850 -1.587 1.154
C 3.965246 0.543670 -3.902767 -0.002 -1.355 3.463
F 5.071664 1.179463 -4.214727 0.435 -0.086 -1.767
F 3.228200 1.506884 -3.275642 -0.457 -1.628 -1.353
F 3.308670 -0.060848 -4.951026 0.301 1.571 -0.018
S 4.461286 -0.888136 -2.654143 -0.303 -0.221 1.796
O 3.283543 -1.169634 -1.836590 -0.390 0.153 -1.151
O 4.855352 -2.071579 -3.457379 -0.130 1.395 -0.028
O 5.471063 -0.231297 -1.854408 0.393 -0.338 -1.346
C 2.561367 -6.448907 4.381016 -2.579 1.810 -1.899
F 3.103312 -5.224091 4.518988 0.154 -0.226 0.568
F 3.052308 -6.878705 3.179279 0.620 -0.907 0.781
F 2.907440 -7.201896 5.409114 0.727 -0.516 -0.056
S 0.631297 -6.345605 4.132835 -0.088 2.314 -1.227
O 0.453404 -5.676119 2.826085 0.992 -0.331 0.721
O 0.256433 -7.715961 4.082281 0.144 -1.450 0.626
O 0.198133 -5.506677 5.231048 0.513 -0.716 0.159
C -5.929931 0.245047 -0.090031 -3.537 -1.406 2.188
F -6.190666 -0.270337 -1.293212 0.301 0.530 -0.876
F -5.782395 -0.922295 0.686899 0.298 1.937 -0.550
F -4.882621 0.985590 -0.065613 1.567 0.069 -0.324
S -7.435030 1.363336 0.538732 1.322 2.491 2.445
O -8.552815 0.513466 0.865324 -0.385 -1.159 -0.520
O -6.888728 2.055075 1.744952 -0.659 -1.507 -2.552
O -7.702195 2.279084 -0.581471 0.442 -0.828 -0.095
C -3.898587 -2.491000 -2.532885 0.486 -0.231 -0.985
F -3.941858 -3.804517 -2.796361 0.583 -0.818 -0.212
F -5.099618 -2.059307 -2.871513 -0.281 0.715 0.363
F -3.649504 -2.393857 -1.238884 -0.046 0.708 -0.069
S -2.638414 -1.658793 -3.720297 1.100 -2.736 -0.798
O -2.953557 -0.265479 -3.727067 -0.375 1.139 -0.046
O -1.273104 -1.966119 -3.234908 -1.273 0.077 -0.081
O -2.947122 -2.392245 -4.980063 0.262 1.044 1.234
C 3.595976 0.756512 3.341285 -0.540 -2.716 -0.886
F 2.349658 0.966910 2.810893 0.736 0.313 0.028
F 4.182931 1.890863 3.567983 0.712 2.160 -0.332
F 3.390643 0.238028 4.541482 -0.566 -0.635 1.296
S 4.663671 -0.470934 2.344362 -0.476 -1.086 -1.150
O 3.721941 -1.608617 2.033901 1.599 2.498 0.626
O 5.141257 0.361018 1.262366 -0.891 -0.389 0.119
O 5.741920 -0.805002 3.262289 -0.617 -0.181 0.531
C -3.438282 4.268351 -1.731519 1.626 -2.142 3.592
F -2.282010 3.877386 -2.369496 -0.584 1.321 -0.554
F -3.806877 5.499630 -1.999315 0.093 0.485 -0.947
F -4.336680 3.388226 -2.054022 -1.248 -0.188 -1.069
S -3.089090 3.994714 0.160020 -3.301 -1.640 3.790
O -2.506359 2.654700 0.287406 0.448 0.907 -1.567
O -2.199966 5.076061 0.515847 1.189 1.068 -0.599
O -4.355768 4.021555 0.969406 2.168 0.809 -2.967
```
Positions in Å, forces in eV/Å.

Calculated values
Total charge: -5
HOMO-LUMO gap (hartree): 0.1628
Highest occupied orbital energy (eV): 1.84
Relative energy (zero: lowest compared OMol25 entry of this formula, charge and spin) (kcal per mole): 0.0
Spin multiplicity: 1